The following is a quantum chemistry calculation of the ion C15H16ClO3 with charge -1 at a distorted geometry, from OMol25.

Each line ends with the natural charge from an NBO analysis.
Cartesian coordinates (Å):
C -4.386 1.614 1.255  -0.62
C -2.944 2.017 1.003  -0.06
O -2.136 0.809 0.828  -0.50
C -0.832 1.036 0.662  0.83
C 0.137 -0.175 0.232  -0.34
C 1.574 -0.060 0.912  0.01
C 2.254 1.147 0.991  -0.19
C 3.555 1.210 1.519  -0.09
Cl 4.252 2.728 1.758  0.01
C 4.261 0.048 1.851  -0.25
C 3.597 -1.173 1.703  -0.21
C 2.273 -1.240 1.241  -0.21
O -0.414 2.185 0.617  -0.65
H -4.960 2.508 1.413  0.20
H -4.828 1.081 0.409  0.22
H -4.468 0.999 2.159  0.21
H -2.870 2.614 0.106  0.19
H -2.528 2.551 1.851  0.19
H -0.327 -1.106 0.664  0.20
H 1.753 2.041 0.611  0.25
H 5.232 0.135 2.258  0.21
H 4.159 -2.080 1.902  0.21
H 1.807 -2.207 1.098  0.22
C 0.780 -1.415 -2.114  -0.39
C -0.214 -2.127 -3.081  -0.48
C -1.606 -1.846 -2.489  0.48
O -2.614 -2.510 -2.758  -0.73
C -1.389 -0.762 -1.530  -0.57
C -0.038 -0.556 -1.150  -0.22
H 1.497 -2.118 -1.707  0.19
H 1.364 -0.689 -2.703  0.20
H -0.163 -1.674 -4.097  0.19
H -0.023 -3.204 -3.263  0.19
H -2.226 -0.272 -1.011  0.20
H 0.471 0.490 -1.140  0.12

Values from the calculation:
total charge = -1
F_max = 8.10 eV/Å
multiplicity = 1
orbital gap = 5.11 eV